{"formula": "C58H64IrN6O3P3Si", "method": "wB97M-V/def2-TZVPD", "s_squared": 0.780, "e_tot_ha": -4219.9864, "multiplicity": 2, "charge": 3, "e_homo_ev": [-14.5160, -14.5469], "species": ["Ir", "C", "N", "C", "C", "C", "C", "C", "N", "C", "C", "C", "C", "C", "C", "H", "H", "H", "H", "H", "H", "H", "H", "H", "H", "H", "O", "P", "C", "P", "O", "C", "C", "C", "C", "C", "C", "C", "C", "C", "C", "C", "C", "C", "C", "C", "C", "C", "C", "C", "C", "C", "C", "C", "C", "H", "H", "H", "H", "H", "H", "H", "H", "H", "H", "H", "H", "H", "H", "H", "H", "H", "H", "H", "H", "H", "H", "C", "Si", "C", "C", "N", "C", "C", "C", "C", "C", "C", "O", "C", "C", "C", "C", "C", "C", "H", "H", "H", "H", "H", "H", "H", "H", "H", "H", "H", "H", "H", "H", "H", "H", "H", "H", "C", "N", "C", "N", "C", "N", "C", "P", "C", "C", "H", "H", "H", "H", "H", "H", "H", "H", "H", "H", "H", "H", "H"], "positions_angstrom": [[-0.059, -0.225, -0.387], [2.064, -2.481, -0.085], [1.266, -1.600, -0.961], [1.421, -1.654, -2.254], [0.543, -0.913, -3.053], [0.426, -0.645, -4.419], [-0.671, 0.197, -4.555], [-1.175, 0.421, -3.265], [-0.442, -0.236, -2.363], [1.558, -3.879, 0.174], [0.318, -4.138, 0.745], [-0.067, -5.437, 1.040], [0.789, -6.498, 0.769], [2.026, -6.251, 0.191], [2.403, -4.948, -0.109], [2.220, -1.949, 0.851], [3.040, -2.580, -0.570], [2.193, -2.296, -2.667], [1.053, -1.038, -5.204], [-1.069, 0.605, -5.469], [-1.991, 1.055, -2.975], [-0.347, -3.318, 0.966], [-1.034, -5.626, 1.489], [0.493, -7.511, 1.006], [2.700, -7.070, -0.023], [3.376, -4.766, -0.553], [0.874, 0.025, 1.525], [2.175, 0.552, 2.113], [3.360, 0.796, 0.752], [2.680, 1.776, -0.613], [1.299, 1.254, -0.975], [2.593, 3.488, -0.112], [3.579, 4.072, 0.682], [3.507, 5.421, 0.989], [2.457, 6.188, 0.503], [1.476, 5.610, -0.292], [1.542, 4.261, -0.603], [3.809, 1.638, -1.982], [3.331, 1.196, -3.213], [4.200, 1.100, -4.290], [5.536, 1.441, -4.137], [6.012, 1.891, -2.910], [5.151, 1.997, -1.833], [2.919, -0.591, 3.267], [3.955, -1.452, 2.900], [4.449, -2.373, 3.811], [3.913, -2.440, 5.089], [2.886, -1.582, 5.464], [2.391, -0.660, 4.559], [2.007, 2.119, 2.957], [1.018, 3.031, 2.589], [0.955, 4.274, 3.197], [1.888, 4.621, 4.165], [2.893, 3.730, 4.516], [2.954, 2.480, 3.918], [3.585, -0.179, 0.311], [4.296, 1.219, 1.121], [4.402, 3.488, 1.076], [4.272, 5.874, 1.604], [2.409, 7.243, 0.738], [0.673, 6.220, -0.683], [0.791, 3.801, -1.235], [2.284, 0.948, -3.330], [3.833, 0.767, -5.251], [6.212, 1.366, -4.978], [7.052, 2.167, -2.800], [5.530, 2.367, -0.887], [4.402, -1.406, 1.916], [5.259, -3.030, 3.526], [4.303, -3.156, 5.800], [2.478, -1.628, 6.464], [1.598, 0.013, 4.864], [0.310, 2.780, 1.811], [0.183, 4.977, 2.911], [1.836, 5.589, 4.645], [3.623, 4.002, 5.266], [3.736, 1.791, 4.209], [-3.263, -1.519, 3.244], [-1.703, -1.104, 2.296], [-1.385, 0.698, 2.700], [-0.517, -2.356, 2.997], [-1.651, -1.273, 0.418], [-2.632, -1.983, -0.208], [-3.961, -1.931, 0.330], [-5.023, -2.612, -0.177], [-4.838, -3.449, -1.292], [-3.600, -3.542, -1.872], [-2.497, -2.832, -1.378], [-1.302, -2.982, -1.935], [-1.179, -3.928, -2.986], [-1.630, -3.582, -4.246], [-1.475, -4.496, -5.278], [-0.880, -5.729, -5.037], [-0.448, -6.054, -3.760], [-0.601, -5.149, -2.715], [-2.930, -1.445, 4.287], [-3.624, -2.537, 3.100], [-4.100, -0.830, 3.139], [-0.836, 0.779, 3.642], [-2.331, 1.216, 2.853], [-0.806, 1.226, 1.946], [-0.416, -2.118, 4.061], [0.470, -2.406, 2.556], [-0.972, -3.348, 2.949], [-4.142, -1.270, 1.155], [-6.000, -2.508, 0.275], [-5.666, -4.016, -1.695], [-3.453, -4.188, -2.723], [-2.095, -2.620, -4.409], [-1.825, -4.247, -6.271], [-0.764, -6.438, -5.844], [0.003, -7.018, -3.569], [-0.287, -5.389, -1.712], [-4.465, 4.844, -0.920], [-4.813, 3.635, -1.809], [-5.904, 2.823, -1.090], [-5.465, 2.443, 0.202], [-5.123, 3.622, 0.998], [-4.065, 4.415, 0.371], [-2.773, 3.727, 0.370], [-2.800, 2.110, -0.549], [-3.601, 2.796, -2.095], [-4.388, 1.453, 0.169], [-5.371, 5.448, -0.871], [-3.676, 5.396, -1.429], [-5.195, 3.979, -2.693], [-6.122, 1.959, -1.717], [-6.776, 3.475, -1.036], [-4.797, 3.307, 1.988], [-6.013, 4.243, 1.107], [-2.470, 3.542, 1.402], [-2.015, 4.379, -0.071], [-3.909, 1.984, -2.756], [-2.890, 3.422, -2.638], [-4.209, 1.099, 1.181], [-4.710, 0.585, -0.412]], "lowdin_spin": [0.053, -0.001, 0.000, 0.002, 0.000, 0.000, 0.000, 0.000, 0.000, 0.000, 0.001, 0.000, 0.000, 0.000, 0.000, 0.000, 0.000, 0.000, 0.000, 0.000, 0.000, 0.000, 0.000, 0.000, 0.000, 0.000, 0.001, 0.000, 0.000, 0.001, 0.007, 0.000, 0.000, 0.000, 0.000, 0.000, 0.000, 0.000, 0.000, 0.000, 0.000, 0.000, 0.000, 0.000, 0.000, 0.000, 0.000, 0.000, 0.000, 0.000, 0.000, 0.000, 0.000, 0.000, 0.000, 0.000, 0.000, 0.000, 0.000, 0.000, 0.000, 0.000, 0.000, 0.000, 0.000, 0.000, 0.000, 0.000, 0.000, 0.000, 0.000, 0.000, 0.000, 0.000, 0.000, 0.000, 0.000, 0.000, 0.022, 0.001, 0.015, 0.345, 0.097, 0.061, 0.028, 0.132, -0.011, 0.134, 0.091, 0.003, 0.001, 0.000, 0.000, 0.000, 0.001, 0.000, 0.000, 0.000, 0.000, 0.000, 0.000, 0.002, 0.000, 0.000, 0.001, 0.000, 0.006, -0.003, 0.000, 0.000, 0.000, 0.000, 0.000, 0.000, 0.000, 0.000, 0.000, 0.000, 0.000, 0.000, 0.005, 0.001, 0.001, 0.000, 0.000, 0.000, 0.000, 0.000, 0.000, 0.000, 0.000, 0.000, 0.000, 0.000, 0.000, 0.000]}